w:
Entry from the Open Molecules 2025 dataset: 2 unconnected molecules or ions with the total composition C7H10N2S (wB97M-V/def2-TZVPD).

* charge: 0
* HOMO-LUMO gap (spin up / spin down): 0.258 / 0.257 Ha
* HOMO energy (spin up / spin down): -8.519 / -8.471 eV
* E_LUMO (spin up / spin down): -1.495 / -1.471 eV

```
20
C7H10N2S | the Open Molecules 2025 dataset | wB97M-V/def2-TZVPD
C 3.6313 -1.1243 -0.0378
C 2.2813 -1.1362 -0.3482
C 2.9778 0.7436 0.5651
C 0.6957 0.8096 -0.0583
C -0.6754 -0.6887 1.1140
C -1.7981 0.9702 -0.4787
C -0.5947 0.0354 -0.2735
N 3.9658 -0.0353 0.6958
N 1.8855 0.1394 0.0276
S 0.5723 3.4172 -0.5099
H 4.4699 -1.7820 -0.0934
H 1.7200 -1.7953 -0.9467
H 2.8220 1.7581 1.0190
H -0.1420 -1.7359 1.1729
H -0.4181 0.1023 1.7694
H -1.7857 -0.9897 1.2119
H -2.4476 0.4627 -1.1581
H -1.5109 1.9560 -0.7571
H -2.3919 1.1300 0.4891
H -0.5017 -0.6596 -1.0697
```

=====

x:
Entry from the Open Molecules 2025 dataset: 2 unconnected molecules or ions with the total composition C7H10N2S (wB97M-V/def2-TZVPD).

* charge: 0
* HOMO-LUMO gap (spin up / spin down): 0.222 / 0.206 Ha
* HOMO energy (spin up / spin down): -8.230 / -7.885 eV
* E_LUMO (spin up / spin down): -2.183 / -2.287 eV

```
20
C7H10N2S | the Open Molecules 2025 dataset | wB97M-V/def2-TZVPD
C 2.4949 2.9265 -1.1476
C 1.2563 1.7359 0.1583
C 2.5081 1.2123 0.2263
C -1.3700 0.6685 -0.3077
C -0.7176 -0.3416 0.2298
C 0.1917 -1.2902 -0.5965
C -0.7356 -0.5356 1.7770
N 3.2435 1.9817 -0.6455
N 1.2167 2.7669 -0.7103
S 3.1725 0.2174 1.3758
H 3.0180 3.6487 -1.7874
H -2.0032 1.3821 0.2056
H -1.2395 0.7622 -1.4129
H -0.3691 -2.1542 -0.7716
H 1.0712 -1.7566 0.0292
H 0.5934 -0.7903 -1.4466
H 0.2336 -0.3200 2.1571
H -1.1268 -1.4519 1.9694
H -1.2402 0.3223 2.2781
H 0.4500 3.5033 -0.7053
```

=====

Stability verdict: x, ahead by 0.131 eV

=====

w:
Entry from the Open Molecules 2025 dataset: a single C6H10N2 molecule (wB97M-V/def2-TZVPD).

* SMILES: [H]/N=C(/C)[C@H](C#N)CC
* charge: 0
* HOMO-LUMO gap: 0.386 Ha
* HOMO energy: -9.740 eV
* E_LUMO: 0.766 eV

```
18
C6H10N2 | the Open Molecules 2025 dataset | wB97M-V/def2-TZVPD
C -2.4818 0.8720 0.1318
C -0.7993 -1.0719 0.1664
C -0.9884 -1.4244 -1.1885
C 1.4201 0.8851 0.5866
C 0.1595 1.2530 -0.1398
C -1.0886 0.5696 0.5154
N -3.6252 0.9102 -0.0167
N -0.4415 -1.8046 1.0946
H -2.1151 -1.2010 -1.4167
H -0.5098 -0.7894 -1.9708
H -0.7897 -2.4696 -1.4517
H 1.3652 0.0530 1.3395
H 2.2057 0.4250 -0.0847
H 1.7961 1.7102 1.2057
H 0.1410 0.9727 -1.2162
H 0.2138 2.3039 -0.1796
H -1.0886 0.6844 1.6514
H -0.1590 -1.2176 1.9896
```

=====

x:
Entry from the Open Molecules 2025 dataset: a molecular structure, C6H10N2 (wB97M-V/def2-TZVPD).

* charge: 0
* HOMO-LUMO gap: 0.331 Ha
* HOMO energy: -8.419 eV
* E_LUMO: 0.600 eV

```
18
C6H10N2 | the Open Molecules 2025 dataset | wB97M-V/def2-TZVPD
C 2.4332 -0.7810 -0.1436
C 1.1169 0.1284 -0.1737
C 0.4959 1.2700 -0.6164
C -0.8245 1.3258 -0.0807
C -0.2411 -0.4562 0.5105
C -1.4378 0.0038 -0.6283
H 2.8861 -0.2620 0.9290
H 3.2277 -0.8537 -1.1720
H 1.8281 -2.1202 0.0373
H 1.1477 2.2855 -0.8295
H -0.9058 2.7399 -0.1196
H 0.3467 0.9700 1.8338
H -0.3169 -1.4889 0.8765
H -1.0686 -0.0048 -1.6748
H -2.5836 -1.1350 0.9033
H -2.7592 -1.5770 -0.7079
N -0.5915 0.6282 1.3438
N -2.7534 -0.6727 -0.2878
```

=====

y:
Entry from the Open Molecules 2025 dataset: a single C6H10N2 molecule (wB97M-V/def2-TZVPD).

* SMILES: CC[C@@H](C#N)N1CC1
* charge: 0
* HOMO-LUMO gap: 0.393 Ha
* HOMO energy: -9.784 eV
* E_LUMO: 0.913 eV

```
18
C6H10N2 | the Open Molecules 2025 dataset | wB97M-V/def2-TZVPD
C 1.8183 0.6331 -0.7406
C -1.2080 1.9359 -0.2567
C -1.7867 0.8186 0.5250
C 0.6042 -1.9406 -0.5958
C 0.6579 -1.0643 0.6910
C 0.6669 0.3913 0.1844
N 2.8313 0.8015 -1.2573
N -0.6874 0.6440 -0.4352
H -1.7523 2.3254 -0.9910
H -0.7126 2.5885 0.4547
H -1.7585 0.6306 1.5419
H -2.5949 0.3192 0.0406
H -0.2966 -1.6412 -1.1096
H 1.5138 -1.8645 -1.0824
H 0.5859 -2.9785 -0.3393
H 1.6921 -1.4546 1.0922
H -0.2288 -1.2672 1.3406
H 0.6554 1.1228 0.9374
```

=====

z:
Entry from the Open Molecules 2025 dataset: a single C6H10N2 molecule (wB97M-V/def2-TZVPD).

* SMILES: N[C@@H]1C=CC=C[C@H]1N
* charge: 0
* HOMO-LUMO gap: 0.328 Ha
* HOMO energy: -8.292 eV
* E_LUMO: 0.643 eV

```
18
C6H10N2 | the Open Molecules 2025 dataset | wB97M-V/def2-TZVPD
C 0.0578 -1.1274 -0.1908
C 0.3072 -0.1466 -1.3188
C 0.5653 1.1155 -1.3042
C 0.5224 1.8265 -0.2143
C 0.0572 1.2686 0.9038
C -0.4431 -0.2030 1.0494
H 2.0354 -1.9667 0.3674
H 0.7893 -3.1327 0.4819
H -0.7572 -1.8790 -0.3355
H 0.6760 -0.4328 -2.3323
H 0.6359 1.5284 -2.4032
H 0.8293 2.8446 -0.1276
H -0.0065 2.2199 1.5044
H -0.2437 -0.3067 2.2347
H -2.3884 0.3181 1.2863
H -1.9140 0.5893 -0.1088
N 1.1349 -2.4122 -0.1183
N -1.8578 -0.1037 0.6258
```

=====

Stability verdict: w, ahead by 0.916 eV